(1)
Entry from the Open Molecules 2025 dataset: one molecule with the formula C6H8 at a distorted geometry (the ωB97M-V functional and the def2-TZVPD basis).

```
14
Properties=species:S:1:pos:R:3:forces:R:3
C 1.933 -1.665 -0.444 0.0 0.5 0.7
C 1.554 -0.763 0.268 0.2 -0.4 -0.3
C 0.874 0.381 0.939 0.7 -0.8 -0.2
C -0.201 0.911 -0.008 -0.5 0.0 -0.3
C -1.626 0.446 0.192 0.0 0.0 0.1
C -0.840 -0.059 -0.986 -0.4 0.6 -0.1
H 2.305 -2.475 -1.042 -0.1 0.3 0.2
H 0.460 0.046 1.904 0.1 0.1 -0.4
H 1.624 1.149 1.178 -0.3 -0.1 -0.1
H -0.035 1.931 -0.356 -0.2 -0.3 0.1
H -2.455 1.137 0.045 0.3 -0.1 0.0
H -1.781 -0.271 0.997 0.0 0.2 -0.1
H -0.498 -1.073 -0.955 0.1 -0.3 0.1
H -1.132 0.250 -1.989 0.2 0.2 0.3
```
Positions in Å, forces in eV/Å.

Results
Total charge: 0
Multiplicity: 1
SMILES: C#CCC1CC1
Strongest force on any atom (eV/Å): 1.0
Energy above the lowest of the compared OMol25 structures with the same formula, charge and spin (eV): 2.062
Frontier orbital gap (eV): 11.05

Formally, the Löwdin partial charges of the atoms, in units of the elementary charge, are as follows:
1. C 0.096
2. C -0.144
3. C -0.171
4. C -0.284
5. C -0.126
6. C -0.132
7. H 0.028
8. H 0.116
9. H 0.112
10. H 0.131
11. H 0.096
12. H 0.101
13. H 0.072
14. H 0.102

(2)
Entry from the Open Molecules 2025 dataset: one molecule with the formula C4H7N3O at a distorted geometry (the ωB97M-V functional and the def2-TZVPD basis).

```
15
Properties=species:S:1:pos:R:3:forces:R:3
C -1.169 -0.202 -1.654 2.2 1.1 0.1
C -0.365 -0.245 -0.389 -3.1 -1.3 -0.9
C -0.517 -0.704 0.843 -1.0 -2.3 5.0
C 1.255 0.675 0.811 4.2 2.4 -0.3
H -2.563 -0.966 -0.524 -0.2 -0.1 -3.2
H -2.086 -2.200 -1.461 0.0 3.4 -1.2
H -0.208 -0.135 -2.419 -3.2 -1.1 0.7
H -1.598 0.830 -1.664 0.2 -0.6 -0.4
H -1.265 -1.224 1.733 1.9 1.3 -3.8
H 0.882 -0.177 2.465 -0.6 -0.8 0.0
H 0.700 1.349 -1.028 0.7 -2.6 1.1
N -2.331 -1.094 -1.623 0.2 -3.2 3.7
N 0.741 -0.352 1.471 -1.0 0.1 3.3
N 0.792 0.407 -0.456 2.1 6.2 -3.0
O 2.061 1.580 1.185 -2.5 -2.6 -1.0
```
Positions in Å, forces in eV/Å.

Results
Total charge: 0
Multiplicity: 1
SMILES: NCc1c[nH]c(=O)[nH]1
Strongest force on any atom (eV/Å): 7.2
Energy above the lowest of the compared OMol25 structures with the same formula, charge and spin (eV): 3.281
Frontier orbital gap (eV): 9.29

Formally, the Löwdin partial charges of the atoms, in units of the elementary charge, are as follows:
1. C -0.269
2. C -0.396
3. C -0.038
4. C -0.550
5. H 0.104
6. H 0.134
7. H 0.172
8. H 0.120
9. H 0.194
10. H 0.157
11. H 0.219
12. N -0.049
13. N 0.085
14. N 0.106
15. O 0.012

(3)
Entry from the Open Molecules 2025 dataset: a 3-piece molecular cluster, C5H11NO2 overall at a distorted geometry (the ωB97M-V functional and the def2-TZVPD basis).

```
19
Properties=species:S:1:pos:R:3:forces:R:3
C -0.234 -2.361 0.390 -0.2 -0.2 -0.3
C 0.655 -1.290 0.696 -0.4 0.5 0.1
C 0.283 0.020 0.021 0.9 -0.3 -0.4
C 0.655 -0.079 -1.463 -1.5 -1.2 -0.4
N 1.670 -1.350 1.504 0.1 0.0 0.1
C -1.513 2.662 -1.048 0.5 0.5 0.2
O -2.080 1.655 -1.505 -0.3 -0.2 -0.1
O -0.844 2.796 0.001 -0.1 0.0 0.1
H -1.156 -2.143 -0.141 0.1 0.1 0.0
H 0.136 0.815 3.219 0.0 0.0 0.0
H -0.017 -3.415 0.510 0.2 0.1 0.4
H 0.078 0.720 2.485 0.0 0.1 0.1
H 0.845 0.879 0.353 0.1 0.0 0.9
H -0.767 0.216 0.218 -0.1 0.2 -0.4
H 0.547 0.844 -2.015 0.3 0.4 0.2
H -0.046 -0.763 -1.975 0.1 0.1 0.1
H 1.620 -0.563 -1.562 0.5 0.4 -0.1
H 1.725 -2.251 1.982 0.0 -0.2 -0.3
H -1.559 3.608 -1.669 -0.2 -0.1 -0.1
```
Positions in Å, forces in eV/Å.

Results
Total charge: -1
Multiplicity: 2
Strongest force on any atom (eV/Å): 2.0
Energy above the lowest of the compared OMol25 structures with the same formula, charge and spin (eV): 0.741
Frontier orbital gap (spin up / spin down) (eV): 7.68 / 6.21

Formally, the Löwdin partial charges of the atoms, in units of the elementary charge, are as follows:
1. C 0.099
2. C -0.504
3. C -0.271
4. C -0.107
5. N 0.116
6. C -0.695
7. O -0.136
8. O -0.147
9. H 0.064
10. H 0.042
11. H 0.046
12. H 0.021
13. H 0.080
14. H 0.089
15. H 0.060
16. H 0.069
17. H 0.064
18. H 0.029
19. H 0.083